[1]
DFT (ωB97M-V/def2-TZVPD) results for a structure of composition C67H55AuN7OP2.

The calculated total energy comes out at -3862.29699 a.u. The lowest unoccupied orbital energy comes out at -0.330 Eh. The frontier orbital gap is 5.672 eV. The net charge is +3. The HOMO energy comes out at -14.66 eV.

Each line ends with the Mulliken charge.
Geometry (Å):
Au  0.15  0.35  -0.31  2.3368
C  -2.99  -2.43  3.13  -0.9056
N  -2.42  -2.07  1.82  0.5667
C  -1.55  -1.08  1.58  -0.1639
N  -1.22  -1.11  0.26  0.7943
C  -1.89  -2.18  -0.31  -3.1043
C  -2.66  -2.76  0.67  1.1259
C  -3.59  -3.90  0.59  -0.1679
C  -4.94  -3.73  0.90  -0.1412
C  -5.82  -4.79  0.81  -0.8795
C  -5.35  -6.04  0.40  -0.5013
C  -4.01  -6.22  0.09  -0.8859
C  -3.13  -5.15  0.18  -0.0727
C  -1.98  -2.71  -1.70  1.6265
C  -1.23  -3.81  -2.09  0.3027
C  -1.53  -4.48  -3.27  -1.4606
C  -2.59  -4.05  -4.05  -0.7747
C  -3.35  -2.95  -3.67  -1.0239
C  -3.05  -2.29  -2.48  -0.0887
P  -1.24  0.12  2.93  -0.7300
C  0.56  0.09  3.05  -0.4828
N  1.36  0.14  2.00  0.4084
C  2.65  0.19  2.48  -1.1866
C  2.61  0.16  3.85  1.0044
N  1.28  0.09  4.20  0.2611
C  0.76  -0.02  5.56  -1.0029
C  3.72  0.16  4.82  0.1487
C  3.76  1.09  5.86  -0.3020
C  4.83  1.08  6.75  -0.8279
C  5.85  0.15  6.61  -0.4641
C  5.81  -0.77  5.57  -0.8297
C  4.75  -0.77  4.68  -0.1989
C  3.81  0.33  1.59  0.0942
C  4.71  1.39  1.77  -0.5042
C  5.78  1.55  0.90  -1.0740
C  5.97  0.66  -0.15  -0.5862
C  5.08  -0.40  -0.33  -0.5350
C  4.01  -0.56  0.53  0.2491
C  -1.53  1.60  1.92  -0.7098
N  -1.22  1.73  0.63  0.4929
C  -1.82  2.88  0.16  -0.9172
C  -2.49  3.45  1.22  0.8353
N  -2.29  2.64  2.30  0.4483
C  -2.81  2.87  3.66  -0.9499
C  -3.26  4.71  1.27  -0.3849
C  -2.64  5.90  0.92  -0.0925
C  -3.35  7.09  0.95  -0.8828
C  -4.69  7.09  1.33  -0.4432
C  -5.31  5.90  1.68  -0.8437
C  -4.60  4.71  1.65  -0.0195
C  -1.87  3.31  -1.25  0.4306
C  -3.11  3.66  -1.79  -0.6338
C  -3.22  4.07  -3.11  -0.9166
C  -2.09  4.16  -3.91  -0.7415
C  -0.85  3.83  -3.38  -0.5093
C  -0.74  3.41  -2.06  -0.1099
H  -2.26  -2.26  3.91  0.3315
H  -3.24  -3.49  3.10  0.4186
H  -3.89  -1.86  3.33  0.3685
H  -5.30  -2.75  1.19  0.4701
H  -6.86  -4.65  1.04  0.4348
H  -6.04  -6.87  0.33  0.4441
H  -3.65  -7.19  -0.22  0.4754
H  -2.08  -5.29  -0.05  0.4507
H  -0.44  -4.19  -1.46  0.8267
H  -0.96  -5.35  -3.56  0.5566
H  -2.84  -4.59  -4.96  0.4870
H  -4.19  -2.63  -4.27  0.5143
H  -3.67  -1.47  -2.15  0.5287
H  1.46  -0.60  6.15  0.3883
H  -0.20  -0.53  5.54  0.3813
H  0.64  0.96  6.01  0.3416
H  2.98  1.83  5.97  0.4311
H  4.86  1.80  7.56  0.4287
H  6.68  0.14  7.30  0.4343
H  6.60  -1.50  5.45  0.4473
H  4.71  -1.49  3.87  0.4637
H  4.57  2.07  2.59  0.5623
H  6.47  2.36  1.05  0.4795
H  6.81  0.78  -0.82  0.5035
H  5.25  -1.11  -1.13  0.4912
H  3.35  -1.41  0.43  0.8465
H  -3.04  3.93  3.75  0.4498
H  -2.05  2.60  4.39  0.3271
H  -3.71  2.29  3.83  0.3447
H  -1.59  5.90  0.62  0.4848
H  -2.87  8.02  0.68  0.4533
H  -5.24  8.01  1.35  0.4447
H  -6.35  5.89  1.97  0.4316
H  -5.09  3.78  1.90  0.4719
H  -4.00  3.59  -1.18  0.5824
H  -4.19  4.33  -3.51  0.4657
H  -2.17  4.50  -4.93  0.4900
H  0.04  3.91  -3.99  0.4913
H  0.23  3.20  -1.65  0.6078
O  1.45  2.65  0.70  -0.5790
N  1.60  1.77  -0.36  0.6042
C  2.58  2.08  -1.11  -0.8823
C  2.99  1.46  -2.35  0.7808
C  4.01  2.13  -3.01  -0.7229
C  4.49  1.69  -4.23  -1.1183
C  3.92  0.57  -4.80  -0.9321
C  2.89  -0.11  -4.15  -1.0675
C  2.43  0.30  -2.90  1.5534
P  1.14  -0.74  -2.14  -0.5131
C  1.88  -2.30  -1.63  2.1394
C  1.52  -2.88  -0.42  -0.7049
C  2.10  -4.07  -0.01  -0.7390
C  3.04  -4.70  -0.81  -1.1725
C  3.42  -4.12  -2.02  -0.8608
C  2.85  -2.92  -2.42  -0.8107
C  -0.07  -0.81  -3.46  1.6623
C  0.10  -1.75  -4.48  -0.4503
C  -0.64  -1.63  -5.64  -1.0172
C  -1.56  -0.59  -5.78  -1.0066
C  -1.76  0.31  -4.75  -0.7166
C  -1.01  0.20  -3.58  0.1291
H  1.34  2.06  1.47  0.3838
H  3.15  2.93  -0.77  0.4262
H  4.43  3.02  -2.55  0.5629
H  5.28  2.22  -4.73  0.4839
H  4.25  0.22  -5.77  0.5395
H  2.44  -0.95  -4.65  0.4922
H  0.80  -2.40  0.23  0.2139
H  1.82  -4.51  0.93  0.4974
H  3.50  -5.63  -0.50  0.4563
H  4.17  -4.59  -2.64  0.4937
H  3.19  -2.48  -3.35  0.4379
H  0.78  -2.58  -4.36  0.5112
H  -0.52  -2.35  -6.44  0.5256
H  -2.13  -0.50  -6.70  0.4534
H  -2.48  1.10  -4.84  0.5297
H  -1.16  0.93  -2.79  -0.2116

=====

[2]
DFT (ωB97M-V/def2-TZVPD) results for a structure of composition C67H56ClN6PPdSSb at a distorted geometry.

The calculated total energy comes out at -4482.22941 a.u. The lowest unoccupied orbital energy (spin up / spin down) comes out at -0.238 / -0.373 Eh. The frontier orbital gap (spin up / spin down) is 7.620 / 3.974 eV. For the energy above the lowest of the compared OMol25 structures with the same formula, charge and spin, the calculation gives 0.0000 eV. The net charge is +3. The HOMO energy (spin up / spin down) comes out at -14.11 / -14.13 eV. As for the multiplicity: 5.

Each line ends with the Mulliken spin population.
Geometry (Å):
Pd  -0.01  -1.94  -0.17  0.9995
C  1.77  2.77  2.49  -0.0018
N  1.03  1.54  2.35  0.0032
C  1.08  0.72  1.27  -0.0215
N  0.29  -0.33  1.46  0.1583
C  -0.29  -0.19  2.67  -0.0299
C  0.16  0.99  3.24  0.0297
C  -0.20  1.55  4.54  0.0112
C  0.78  2.04  5.41  0.0031
C  0.42  2.51  6.66  -0.0008
C  -0.91  2.51  7.04  0.0024
C  -1.89  2.02  6.19  -0.0011
C  -1.53  1.54  4.94  -0.0019
C  -1.17  -1.19  3.28  -0.0706
C  -2.18  -1.81  2.55  0.0005
C  -3.00  -2.75  3.15  0.0100
C  -2.80  -3.09  4.48  -0.0004
C  -1.79  -2.49  5.21  -0.0003
C  -0.98  -1.54  4.62  -0.0015
P  2.27  1.05  -0.08  0.0166
C  1.27  0.63  -1.54  -0.0265
N  0.50  -0.44  -1.71  0.0993
C  0.03  -0.40  -2.98  0.0175
C  0.54  0.74  -3.61  0.0056
N  1.34  1.35  -2.69  -0.0011
C  2.16  2.51  -2.88  -0.0017
C  0.25  1.28  -4.93  0.0009
C  -1.09  1.30  -5.36  0.0046
C  -1.42  1.85  -6.58  -0.0022
C  -0.43  2.37  -7.40  0.0031
C  0.90  2.33  -7.00  -0.0011
C  1.24  1.79  -5.77  0.0023
C  -0.82  -1.45  -3.51  -0.0387
C  -0.73  -1.83  -4.85  0.0002
C  -1.59  -2.79  -5.36  0.0101
C  -2.55  -3.37  -4.55  -0.0060
C  -2.61  -3.04  -3.20  -0.0228
C  -1.75  -2.09  -2.68  0.0161
C  3.06  -0.59  -0.01  0.1599
N  2.43  -1.75  -0.11  -0.0149
C  3.36  -2.72  -0.10  0.1811
C  4.63  -2.13  0.03  0.2055
N  4.40  -0.79  0.08  -0.0186
C  5.39  0.25  0.17  -0.0035
C  5.93  -2.76  0.02  0.0444
C  6.92  -2.42  0.94  0.0496
C  8.16  -3.03  0.89  -0.0109
C  8.43  -3.96  -0.10  0.0810
C  7.45  -4.31  -1.03  -0.0315
C  6.20  -3.73  -0.96  0.0857
C  2.99  -4.12  -0.15  0.0511
C  1.91  -4.51  -0.94  0.0977
C  1.55  -5.84  -0.99  -0.0126
C  2.23  -6.78  -0.22  0.0972
C  3.29  -6.39  0.58  -0.0305
C  3.69  -5.07  0.61  0.0718
H  1.87  3.26  1.52  0.0009
H  2.76  2.57  2.89  0.0000
H  1.24  3.44  3.17  -0.0004
H  1.82  2.00  5.14  0.0001
H  1.18  2.87  7.33  0.0000
H  -1.19  2.88  8.02  0.0001
H  -2.92  2.01  6.49  0.0000
H  -2.28  1.15  4.27  0.0012
H  -2.34  -1.51  1.51  0.0060
H  -3.81  -3.20  2.60  0.0017
H  -3.44  -3.83  4.95  0.0002
H  -1.63  -2.76  6.24  0.0000
H  -0.19  -1.08  5.19  0.0005
H  1.73  3.16  -3.63  -0.0004
H  3.16  2.22  -3.21  0.0003
H  2.25  3.06  -1.94  0.0003
H  -1.85  0.90  -4.71  0.0021
H  -2.45  1.87  -6.90  0.0000
H  -0.69  2.80  -8.35  0.0001
H  1.67  2.71  -7.65  -0.0001
H  2.28  1.73  -5.50  0.0000
H  0.02  -1.38  -5.49  0.0011
H  -1.51  -3.08  -6.40  0.0002
H  -3.25  -4.08  -4.96  0.0003
H  -3.35  -3.50  -2.57  -0.0004
H  -1.86  -1.77  -1.64  0.0823
H  6.31  -0.06  -0.34  0.0010
H  5.63  0.47  1.21  -0.0009
H  5.01  1.15  -0.30  -0.0031
H  6.71  -1.71  1.73  -0.0012
H  8.91  -2.78  1.62  0.0010
H  9.40  -4.43  -0.15  0.0016
H  7.67  -5.02  -1.81  0.0003
H  5.44  -3.98  -1.68  0.0029
H  1.39  -3.76  -1.56  -0.0095
H  0.75  -6.16  -1.64  0.0017
H  1.92  -7.81  -0.24  0.0014
H  3.81  -7.12  1.19  0.0009
H  4.51  -4.75  1.23  0.0033
Cl  0.12  -3.78  1.61  0.1985
C  -1.03  -3.83  0.30  0.6001
H  -2.04  -3.85  0.69  -0.0077
H  -0.80  -4.65  -0.38  0.0060
S  -1.99  0.48  -0.42  0.8539
Sb  -2.91  2.52  0.21  0.0428
C  -3.98  2.20  2.05  -0.0134
C  -4.50  0.92  2.22  0.0082
C  -5.25  0.64  3.34  0.0004
C  -5.49  1.63  4.29  -0.0007
C  -4.97  2.90  4.11  0.0003
C  -4.21  3.19  2.98  0.0029
C  -4.31  2.57  -1.42  0.0500
C  -3.82  2.54  -2.71  -0.0303
C  -4.71  2.33  -3.75  -0.0085
C  -6.05  2.13  -3.50  0.0118
C  -6.53  2.18  -2.20  0.0030
C  -5.65  2.40  -1.14  0.0115
C  -1.34  4.01  0.20  -0.0044
C  -1.06  4.78  1.31  0.0037
C  -0.09  5.77  1.21  0.0007
C  0.58  5.97  0.01  -0.0008
C  0.31  5.17  -1.08  -0.0002
C  -0.64  4.17  -0.99  0.0006
H  -4.32  0.16  1.47  0.0004
H  -5.66  -0.35  3.47  -0.0001
H  -6.08  1.41  5.16  -0.0001
H  -5.16  3.66  4.84  0.0000
H  -3.83  4.20  2.85  -0.0002
H  -2.76  2.67  -2.92  0.0063
H  -4.34  2.29  -4.77  -0.0008
H  -6.73  1.92  -4.31  0.0002
H  -7.58  2.04  -1.99  0.0001
H  -6.02  2.44  -0.13  0.0022
H  -1.59  4.65  2.24  0.0004
H  0.14  6.40  2.05  -0.0001
H  1.31  6.76  -0.08  0.0000
H  0.84  5.33  -2.01  -0.0001
H  -0.86  3.55  -1.84  0.0009